Here is a single C3H9NO2S molecule from OMol25. Energies are from wB97M-V/def2-TZVPD.

Last column: natural (NBO) charge in e.
CARTESIAN COORDINATES (ANGSTROEM)
S  0.0218  1.9235  -0.0288  -0.03
O  1.4524  -0.2814  -0.2384  -0.42
O  -2.1608  -0.1671  0.8884  -0.73
N  1.9620  -0.1291  1.0690  -0.54
C  -0.7649  -0.4610  0.8636  -0.12
C  -0.3753  -0.3091  -1.6811  -0.62
C  0.0529  0.1555  -0.2843  0.10
H  1.9776  -1.0240  1.5356  0.34
H  2.9220  0.1417  0.8493  0.36
H  -0.6983  -1.2550  -1.5356  0.22
H  -0.8368  -1.5930  0.9136  0.19
H  -2.3240  0.5625  1.5490  0.48
H  -0.5018  -0.0742  1.8970  0.20
H  -0.1813  2.2958  -1.3347  0.13
H  -1.0644  0.4965  -2.0844  0.22
H  0.5190  -0.2815  -2.3781  0.23

Output
total energy = -19674.4082 eV
SMILES string = C[C@@](S)(CO)ON
lowest unoccupied orbital energy = 0.76 eV
relative energy (zero: lowest compared OMol25 entry of this formula, charge and spin) = 386.4 kJ/mol


Here is a molecular structure, C19H24CsN4O5PS6 from OMol25. Energies are from wB97M-V/def2-TZVPD.

Last column: natural (NBO) charge in e.
CARTESIAN COORDINATES (ANGSTROEM)
Cs  -0.2310  -0.8599  -0.0032  0.92
S  5.4539  0.2141  0.0539  0.48
S  2.9914  -1.1837  -0.7292  -0.57
S  1.6808  0.5831  2.2072  -0.56
S  7.3403  1.9880  1.5757  -0.35
S  4.4489  1.5804  2.3047  0.49
S  -3.8854  -1.5114  -0.9533  2.34
P  0.1730  0.3359  -3.3100  1.63
O  -0.0360  -0.1193  -4.8849  -0.84
O  -4.3326  -2.8629  -0.6888  -0.98
O  -3.2466  -1.2545  -2.2342  -1.00
O  -1.1421  1.2236  -2.9747  -0.83
O  1.2019  1.5633  -3.5481  -0.84
N  -2.9149  -0.9034  0.1239  -0.98
N  -8.8025  1.8897  -1.1705  -0.81
N  -4.5109  -1.1082  1.8193  -0.52
N  -2.2937  -0.2982  2.2141  -0.50
C  5.8050  1.2977  1.3191  -0.59
C  -5.3628  -0.5085  -0.9707  -0.36
C  -2.4398  2.1670  -4.7979  -0.63
C  -7.6516  1.0774  -1.1226  0.15
C  -6.6032  -1.0477  -0.6884  -0.08
C  -3.2721  -0.7865  1.4162  0.55
C  -1.5030  2.4313  -3.6381  -0.07
C  -6.3939  1.6219  -1.3856  -0.27
C  3.7749  -0.0850  0.3902  -0.42
C  -3.8323  -0.4805  4.0132  -0.40
C  -0.5145  -1.4635  -5.0424  -0.07
C  -5.2650  0.8289  -1.3159  -0.16
C  3.1462  1.0437  -4.9248  -0.63
C  -4.7680  -0.9397  3.1026  0.09
C  -2.5788  -0.1742  3.4879  0.10
C  3.2829  0.5825  1.4873  -0.41
C  2.6136  1.2529  -3.5302  -0.10
C  -1.9913  -1.4888  -5.3619  -0.64
C  -7.7449  -0.2639  -0.7677  -0.31
H  3.0898  2.1108  -3.0453  0.18
H  -2.3129  -2.5161  -5.5330  0.20
H  -3.2906  1.5708  -4.4741  0.22
H  -2.8176  3.1170  -5.1891  0.19
H  -6.6612  -2.0862  -0.3965  0.23
H  2.6700  0.1886  -5.4018  0.21
H  4.2186  0.8600  -4.8891  0.21
H  -2.1987  -0.9153  -6.2630  0.19
H  -6.3065  2.6680  -1.6501  0.20
H  -9.6320  1.3663  -1.4139  0.36
H  -8.6948  2.6628  -1.8127  0.36
H  -1.9997  3.0476  -2.8790  0.17
H  -1.7739  0.1975  4.1170  0.20
H  -0.3144  -2.0335  -4.1306  0.19
H  -2.5711  -1.1020  -4.5315  0.25
H  -8.7151  -0.6929  -0.5439  0.19
H  -1.9370  1.6395  -5.6042  0.22
H  0.0751  -1.9170  -5.8506  0.16
H  2.9656  1.9181  -5.5490  0.19
H  -4.0611  -0.3610  5.0621  0.21
H  2.7864  0.3859  -2.8811  0.24
H  -4.2953  1.2531  -1.5376  0.24
H  -5.7762  -1.1904  3.4274  0.17
H  -0.5988  2.9612  -3.9555  0.19

Output
total energy = -111143.0006 eV
lowest unoccupied orbital energy = 3.70 eV
net charge = -2
relative energy (zero: lowest compared OMol25 entry of this formula, charge and spin) = 0.0 kJ/mol


Here is 8 unconnected molecules or ions with the total composition H18NO7 from OMol25. Energies are from wB97M-V/def2-TZVPD.

Last column: natural (NBO) charge in e.
CARTESIAN COORDINATES (ANGSTROEM)
O  19.6530  28.8160  18.5850  -0.95
O  17.9740  29.6500  15.4770  -0.96
O  23.0290  25.6080  17.0840  -0.94
O  22.6590  28.4750  16.9580  -0.98
O  17.6260  25.8720  17.4750  -0.98
O  21.5870  29.4410  13.8440  -0.96
O  20.8800  24.9310  14.0880  -0.95
N  19.9430  27.5020  15.6470  -0.84
H  20.2190  29.6640  18.4340  0.47
H  20.6710  26.8750  15.6820  0.45
H  19.1670  27.1280  16.2310  0.47
H  17.5930  29.3560  14.6130  0.47
H  20.1700  28.4140  16.1510  0.48
H  23.1090  26.5310  17.0080  0.47
H  22.4820  28.5860  17.7920  0.47
H  18.1660  30.6320  15.2210  0.48
H  20.8750  29.8090  13.1350  0.48
H  21.7310  24.4700  14.1490  0.49
H  20.0000  28.4900  19.3820  0.48
H  21.0020  25.4690  13.2930  0.47
H  17.1930  26.5910  17.8100  0.48
H  23.3470  29.1180  16.4780  0.52
H  23.7710  25.3710  16.6020  0.46
H  22.0570  30.2730  14.0720  0.48
H  19.7440  27.5390  14.7170  0.42
H  17.6470  25.0870  18.0560  0.50

Output
total energy = -16107.6486 eV
lowest unoccupied orbital energy = -3.23 eV
net charge = +1
relative energy (zero: lowest compared OMol25 entry of this formula, charge and spin) = 359.6 kJ/mol


Here is a molecular structure, C8H14CoN2PS from OMol25. Energies are from wB97M-V/def2-TZVPD.

Last column: Mulliken spin population.
CARTESIAN COORDINATES (ANGSTROEM)
Co  -1.0058  -0.3573  -0.7662  1.35
S  -0.2276  1.6345  -0.1774  0.10
P  0.9953  -1.3658  -0.6527  -0.03
N  2.2496  2.0744  0.9493  0.14
N  0.8751  1.0246  2.2955  0.16
C  -1.6569  -1.9856  -1.3658  0.35
C  2.1674  0.8935  2.9698  0.07
C  -2.4152  -1.9566  -2.5281  -0.19
C  -3.3604  -0.9584  -2.7743  0.41
C  -2.8167  0.2650  -0.7212  0.33
C  0.9914  1.5703  1.0637  0.47
C  -3.5345  0.1409  -1.9122  -0.19
C  3.1355  1.5715  2.0080  0.11
H  2.4215  -0.1607  3.1423  -0.03
H  -4.2860  0.8822  -2.2209  -0.01
H  2.2175  -0.7638  -1.0836  0.01
H  1.4244  -1.9056  0.6029  0.00
H  -4.0017  -1.0628  -3.6520  0.04
H  -3.1425  1.0800  -0.0391  0.01
H  -1.1356  -2.9228  -1.0872  0.00
H  1.0633  -2.5439  -1.4615  -0.01
H  2.1672  1.3947  3.9448  0.00
H  3.6868  2.3812  2.4913  -0.01
H  -2.3329  -2.7361  -3.2881  -0.01
H  2.6038  2.4273  0.0662  -0.02
H  0.0460  0.5124  2.5920  -0.03
H  3.8708  0.8666  1.6044  -0.03

Output
total energy = -69249.3388 eV
spin multiplicity = 4
lowest unoccupied orbital energy (spin up / spin down) = 3.40 / 3.20 eV
net charge = -1


Here is a molecular structure, C23H27ClF6N6O7S3W from OMol25. Energies are from wB97M-V/def2-TZVPD.

Last column: Mulliken spin population.
CARTESIAN COORDINATES (ANGSTROEM)
W  -0.2388  -0.5672  0.0950  2.33
Cl  7.2331  -5.1536  -0.3397  0.00
S  -1.2593  1.9614  2.0413  0.04
S  -1.0584  1.8906  -3.0097  0.02
S  0.2295  -0.4857  -2.9342  0.08
F  -0.6627  -1.6237  -5.1099  0.00
F  -3.3465  0.6113  -3.1484  0.00
F  1.0536  -2.6924  -4.4220  0.00
F  1.3209  -0.7340  -5.2577  0.00
F  -3.4897  2.6883  -2.5619  0.00
F  -3.1015  2.1674  -4.6355  0.00
O  1.6495  -1.5267  -0.0512  0.06
O  -0.7066  -2.5753  0.6958  0.02
O  -0.6059  3.1680  -3.4513  0.00
O  -1.0554  1.6740  -1.5563  0.05
O  1.3472  -2.4969  -2.0322  0.00
O  1.3836  0.1386  -2.3322  0.00
O  -0.8424  -0.9757  -1.9914  0.08
N  -0.6147  -3.6673  -0.0769  0.03
N  -0.4935  0.6650  -3.8058  0.00
N  0.5510  -0.5969  2.2072  0.00
N  -3.1760  0.6723  -0.0484  0.01
N  -2.4534  -0.3750  0.3783  0.05
N  1.2734  1.2810  0.3213  0.08
C  -1.3001  -3.7497  -1.2254  0.00
C  0.1565  -4.6731  0.3655  0.01
C  -0.9179  0.9807  3.5228  -0.01
C  3.2807  -3.0718  -0.8065  -0.01
C  0.2003  3.0037  1.8113  -0.01
C  5.0473  -3.8941  0.6090  0.00
C  -0.4458  -0.4632  3.2951  0.02
C  3.8367  -3.2388  0.4563  0.01
C  5.1635  -4.2067  -1.7873  0.00
C  0.5260  -1.5020  -4.5471  0.00
C  1.7857  0.1889  2.4807  0.01
C  3.9419  -3.5676  -1.9237  0.00
C  -4.4838  0.4195  -0.0404  0.02
C  -3.3514  -1.3274  0.6625  0.03
C  -2.8575  1.8329  -3.3797  0.00
C  -0.3812  -5.9235  -1.5932  0.01
C  -4.6460  -0.8724  0.4260  -0.01
C  2.0018  -2.3208  -1.0071  0.02
C  0.9239  2.7061  0.5014  0.03
C  0.2888  -5.8202  -0.3827  0.00
C  -1.1865  -4.8783  -2.0099  0.00
C  5.7050  -4.3614  -0.5201  0.00
C  2.3540  0.8308  1.2218  0.01
H  2.9951  1.6710  1.5014  0.00
H  3.4975  -3.4389  -2.9012  0.00
H  0.8089  -1.5796  2.1576  0.01
H  -0.1457  4.0359  1.7893  0.00
H  -1.8533  0.9409  4.0796  0.00
H  -1.9047  -2.8939  -1.4741  0.01
H  0.3086  3.0045  -0.3419  0.00
H  -5.5677  -1.4066  0.5699  0.00
H  -0.2814  -6.8132  -2.1989  0.00
H  -5.1937  1.1588  -0.3705  0.00
H  1.6130  1.1926  -0.6350  0.01
H  -3.0201  -2.2763  1.0471  0.00
H  2.5383  -0.4535  2.9397  0.00
H  0.8543  2.9005  2.6770  0.00
H  5.4875  -4.0400  1.5854  0.00
H  -1.7348  -4.9185  -2.9397  0.00
H  -0.0198  -0.8253  4.2363  0.00
H  1.5371  0.9536  3.2101  0.00
H  2.9619  0.1115  0.6847  0.00
H  -1.2886  -1.1039  3.0367  0.00
H  5.6976  -4.5778  -2.6506  0.00
H  3.3167  -2.8557  1.3257  0.00
H  -0.2149  1.5428  4.1359  0.00
H  -2.6812  1.4930  -0.3744  0.00
H  0.6430  -4.4945  1.3114  0.00
H  1.8420  3.3024  0.4801  0.00
H  0.9140  -6.6175  -0.0089  0.00

Output
total energy = -110713.9969 eV
spin multiplicity = 4
lowest unoccupied orbital energy (spin up / spin down) = -3.02 / -3.04 eV
net charge = +1
relative energy (zero: lowest compared OMol25 entry of this formula, charge and spin) = 180.7 kJ/mol


Here is 3 unconnected molecules or ions with the total composition C10H27NO6 from OMol25. Energies are from wB97M-V/def2-TZVPD.

Last column: natural (NBO) charge in e.
CARTESIAN COORDINATES (ANGSTROEM)
O  -0.4327  0.7669  -4.5169  -0.54
O  -1.9113  -0.0389  5.3949  -0.74
O  -4.0693  -1.4340  7.1614  -0.73
O  -0.4321  0.0476  -0.4664  -0.76
O  2.8786  -1.6664  -1.0789  -0.54
O  -1.5806  0.4327  2.1589  -0.74
N  1.5739  0.3595  -2.6152  -0.64
C  -1.8015  -0.1698  -0.1572  -0.08
C  0.2924  0.9768  -5.7059  -0.26
C  -2.2259  0.7825  0.9398  -0.08
C  -2.0287  -1.4217  5.7103  -0.08
C  1.1267  1.7326  -2.9270  -0.25
C  -2.6551  -1.5834  7.1020  -0.07
C  2.7977  -0.9354  0.1226  -0.28
C  -0.2452  1.7477  -3.5182  -0.08
C  3.0323  0.3663  -2.4533  -0.25
C  3.6192  -0.9775  -2.1118  -0.07
H  1.8503  2.1754  -3.6330  0.16
H  -0.5584  2.7432  -3.8536  0.18
H  -2.5512  -2.6709  7.2337  0.16
H  -2.0431  -1.2187  0.0248  0.17
H  2.8627  -1.6289  0.9578  0.19
H  -2.1616  -0.9311  7.8165  0.19
H  3.1884  1.1200  -1.6761  0.19
H  1.2194  -0.1733  -3.4051  0.37
H  0.1728  0.0630  -6.2868  0.20
H  -0.9346  1.5578  -2.6873  0.20
H  1.3812  1.0295  -5.5620  0.16
H  -1.0391  -1.8831  5.7262  0.16
H  -3.3051  0.7358  1.0597  0.18
H  1.8718  -0.3478  0.1359  0.20
H  3.5364  -1.6607  -2.9560  0.19
H  -1.9253  1.7892  0.6442  0.17
H  -0.1323  -0.3904  -1.2731  0.50
H  3.5384  -0.1374  0.2818  0.16
H  -0.0229  1.8807  -6.2299  0.17
H  4.6325  -0.9639  -1.7092  0.18
H  -0.7086  0.8336  2.1918  0.48
H  -2.6813  -1.9446  5.0068  0.16
H  -4.5399  -2.2624  7.1436  0.47
H  -1.9427  0.0602  4.4369  0.49
H  3.5232  0.8087  -3.3317  0.17
H  -2.3502  0.0902  -1.0745  0.15
H  1.1811  2.3404  -2.0205  0.21

Output
total energy = -24579.8461 eV
SMILES string = COCCNCCOC.OCCO.OCCO
lowest unoccupied orbital energy = 0.72 eV
relative energy (zero: lowest compared OMol25 entry of this formula, charge and spin) = 0.0 kJ/mol


Question: Which formula does entry 6 have?
Answer: C10H27NO6


Question: Among the records above, which one has the lowest total energy?
Answer: C19H24CsN4O5PS6


Question: The lowest total energy belongs to which entry?
Answer: C19H24CsN4O5PS6


Please write out number 1 again, unchanged.
Here is a single C3H9NO2S molecule from OMol25. Energies are from wB97M-V/def2-TZVPD.

Last column: natural (NBO) charge in e.
CARTESIAN COORDINATES (ANGSTROEM)
S  0.0218  1.9235  -0.0288  -0.03
O  1.4524  -0.2814  -0.2384  -0.42
O  -2.1608  -0.1671  0.8884  -0.73
N  1.9620  -0.1291  1.0690  -0.54
C  -0.7649  -0.4610  0.8636  -0.12
C  -0.3753  -0.3091  -1.6811  -0.62
C  0.0529  0.1555  -0.2843  0.10
H  1.9776  -1.0240  1.5356  0.34
H  2.9220  0.1417  0.8493  0.36
H  -0.6983  -1.2550  -1.5356  0.22
H  -0.8368  -1.5930  0.9136  0.19
H  -2.3240  0.5625  1.5490  0.48
H  -0.5018  -0.0742  1.8970  0.20
H  -0.1813  2.2958  -1.3347  0.13
H  -1.0644  0.4965  -2.0844  0.22
H  0.5190  -0.2815  -2.3781  0.23

Output
total energy = -19674.4082 eV
SMILES string = C[C@@](S)(CO)ON
lowest unoccupied orbital energy = 0.76 eV
relative energy (zero: lowest compared OMol25 entry of this formula, charge and spin) = 386.4 kJ/mol